Molecular formula: C30H65CeGeN2O4SSb2
Method: DFT, ωB97M-V/def2-TZVPD

Element x y z (Å)
Ce 0.167 0.139 0.490
C -2.254 -1.703 2.794
C -1.412 -0.615 3.599
C -2.309 0.196 4.475
C -0.282 -1.213 4.398
O -0.660 0.217 2.521
Ge 0.364 1.894 3.175
O -0.458 2.890 1.847
C -1.180 4.031 2.438
C -1.071 5.152 1.410
C -0.503 4.542 3.738
C -2.621 3.658 2.777
O 1.716 1.168 1.700
C 3.132 1.626 1.904
C 3.206 3.154 2.065
C 3.886 1.028 0.760
C 3.550 0.987 3.216
H -2.484 -2.577 3.427
H -1.645 -2.160 2.019
H -3.195 -1.303 2.406
H -2.621 -0.603 5.154
H -3.265 0.514 3.965
H -1.876 1.036 5.005
H -0.753 -2.070 5.006
H 0.185 -0.507 4.986
H 0.481 -1.777 3.790
H -0.079 5.480 1.110
H -1.484 6.072 1.819
H -1.682 4.918 0.539
H 0.582 4.665 3.602
H -0.587 3.895 4.586
H -0.847 5.528 4.086
H -3.203 3.171 1.962
H -3.178 4.537 3.128
H -2.708 3.004 3.675
H 3.047 3.703 1.150
H 4.168 3.418 2.542
H 2.441 3.606 2.752
H 3.146 0.796 -0.123
H 4.270 0.095 1.171
H 4.689 1.580 0.321
H 3.167 1.715 4.015
H 4.605 1.143 3.202
H 3.144 0.022 3.414
N -2.348 1.032 0.052
C -2.976 1.524 -1.221
C -2.661 2.958 -1.579
C -1.286 3.226 -2.312
C -0.237 2.108 -2.226
N 0.528 2.211 -0.894
H -2.989 0.376 0.473
H -2.201 1.798 0.705
H -4.033 1.469 -1.083
H -2.768 0.801 -1.991
H -2.703 3.535 -0.661
H -3.464 3.411 -2.183
H -0.787 4.205 -1.960
H -1.596 3.386 -3.365
H 0.474 2.189 -3.007
H -0.557 1.076 -2.284
H 0.160 2.888 -0.242
H 1.484 2.464 -1.078
C -3.267 -2.439 -0.726
Sb -1.382 -1.929 -1.463
C -0.616 -3.930 -1.496
C -1.876 -1.356 -3.418
C -1.294 -2.290 -4.398
C -2.128 -3.346 -4.843
C -1.632 -4.370 -5.649
C -0.256 -4.326 -6.013
C 0.534 -3.236 -5.603
C 0.022 -2.166 -4.843
C 0.919 -1.012 -4.521
Sb 1.977 -1.020 -2.610
C 3.341 0.467 -3.172
C 3.120 -2.777 -2.644
H -3.716 -3.103 -1.402
H -3.922 -1.588 -0.478
H -2.957 -2.908 0.182
H 0.446 -4.002 -1.276
H -0.804 -4.314 -2.493
H -1.200 -4.521 -0.747
H -1.538 -0.301 -3.536
H -2.975 -1.372 -3.418
H -3.169 -3.318 -4.514
H -2.178 -5.203 -6.076
H 0.124 -5.094 -6.658
H 1.551 -3.116 -5.954
H 0.253 -0.155 -4.521
H 1.707 -0.903 -5.337
H 3.286 1.318 -2.511
H 3.171 0.813 -4.186
H 4.331 0.044 -3.219
H 3.621 -2.777 -3.614
H 2.311 -3.509 -2.576
H 3.819 -3.052 -1.889
C 1.201 -4.474 1.853
S 1.874 -3.127 0.875
C 3.251 -2.838 1.968
O 0.972 -1.912 1.126
H 1.769 -5.396 1.679
H 0.184 -4.598 1.477
H 1.140 -4.128 2.838
H 3.661 -3.804 2.169
H 2.816 -2.543 2.894
H 3.883 -2.100 1.578

HOMO (alpha / beta)   -15.3 / -15.3 eV
DFT total energy   -5022.39492 Eh
Total charge   +3
Orbital gap (alpha / beta)   5.248 / 5.368 eV
LUMO level (alpha / beta)   -10.0 / -9.9 eV

Löwdin population analysis, charges in e, atoms 1 to 2: 0.84, 0.01

=====

Molecular formula: C9H17O3P
Method: DFT, ωB97M-V/def2-TZVPD

Element x y z (Å)
C 0.475 3.129 0.014
C -0.466 2.227 0.068
C 0.321 0.458 -2.326
C -1.475 -1.018 -1.406
C 0.284 -2.039 1.414
C -1.616 -0.383 1.832
C -0.034 -0.534 -1.183
C -0.133 -0.568 1.495
C 0.393 -0.001 0.140
O 2.569 0.391 1.785
O 2.589 -1.348 -0.192
O 2.873 1.101 -0.701
P 2.338 0.089 0.296
H 0.160 4.274 -0.102
H 1.564 2.964 -0.042
H -1.640 2.357 -0.024
H -0.066 1.501 -2.170
H 0.024 0.010 -3.236
H 1.306 0.619 -2.487
H -1.660 -1.889 -0.682
H -1.705 -1.332 -2.518
H -2.291 -0.386 -1.173
H -0.203 -2.501 0.495
H 0.100 -2.566 2.435
H 1.322 -2.090 1.200
H -1.728 -0.584 2.996
H -2.025 0.679 1.673
H -2.328 -1.154 1.386
H 0.688 -1.485 -1.202
H 0.363 0.078 2.215

HOMO   0.0 eV
DFT total energy   -920.08177 Eh
ΔE to the lowest compared entry with this formula, charge and spin   295.55 kJ/mol
Total charge   -2
Orbital gap   5.869 eV
LUMO level   5.9 eV

Löwdin population analysis, charges in e, atoms 1 to 2: -0.19, -0.12

=====

Which formula does entry 2 have? C9H17O3P

=====

Which formula does entry 2 have? C9H17O3P

=====

Copy entry 2 word for word.
Molecular formula: C9H17O3P
Method: DFT, ωB97M-V/def2-TZVPD

Element x y z (Å)
C 0.475 3.129 0.014
C -0.466 2.227 0.068
C 0.321 0.458 -2.326
C -1.475 -1.018 -1.406
C 0.284 -2.039 1.414
C -1.616 -0.383 1.832
C -0.034 -0.534 -1.183
C -0.133 -0.568 1.495
C 0.393 -0.001 0.140
O 2.569 0.391 1.785
O 2.589 -1.348 -0.192
O 2.873 1.101 -0.701
P 2.338 0.089 0.296
H 0.160 4.274 -0.102
H 1.564 2.964 -0.042
H -1.640 2.357 -0.024
H -0.066 1.501 -2.170
H 0.024 0.010 -3.236
H 1.306 0.619 -2.487
H -1.660 -1.889 -0.682
H -1.705 -1.332 -2.518
H -2.291 -0.386 -1.173
H -0.203 -2.501 0.495
H 0.100 -2.566 2.435
H 1.322 -2.090 1.200
H -1.728 -0.584 2.996
H -2.025 0.679 1.673
H -2.328 -1.154 1.386
H 0.688 -1.485 -1.202
H 0.363 0.078 2.215

HOMO   0.0 eV
DFT total energy   -920.08177 Eh
ΔE to the lowest compared entry with this formula, charge and spin   295.55 kJ/mol
Total charge   -2
Orbital gap   5.869 eV
LUMO level   5.9 eV

Löwdin population analysis, charges in e, atoms 1 to 2: -0.19, -0.12